Record 1
Formula: C43H42P2Pb
Source: the OMol25 dataset
Level of theory: ωB97M-V/def2-TZVPD

```
88
Properties=species:S:1:pos:R:3
Pb -0.049 0.853 1.901
C -1.701 0.875 -4.773
C -1.694 -0.425 -4.435
C -0.933 -1.488 -5.189
C 0.471 -1.096 -5.724
C 1.305 -0.275 -4.791
C 1.334 1.063 -4.765
C 0.484 1.956 -5.606
C -0.945 1.456 -5.942
C 1.792 0.507 3.265
H -2.320 1.604 -4.227
H -2.382 -0.785 -3.655
H -1.558 -1.817 -6.040
H -0.803 -2.371 -4.545
H 1.011 -2.041 -5.905
H 0.366 -0.611 -6.704
H 1.981 -0.873 -4.172
H 2.141 1.588 -4.258
H 1.012 2.142 -6.554
H 0.372 2.937 -5.124
H -1.525 2.328 -6.302
H -0.902 0.737 -6.776
H 1.729 1.380 3.930
H 2.762 0.388 2.778
H 1.479 -0.376 3.831
P -1.458 -0.587 -0.032
P 1.887 0.013 0.003
C -0.368 -0.822 -1.420
C 0.981 -0.637 -1.384
C -2.345 -2.090 0.374
C -2.699 -2.954 -0.676
C -3.459 -4.088 -0.388
C -3.823 -4.373 0.929
C -3.409 -3.535 1.979
C -2.666 -2.387 1.714
C -2.648 0.749 -0.407
C -2.191 2.085 -0.497
C -3.117 3.120 -0.581
C -4.484 2.839 -0.652
C -4.928 1.517 -0.631
C -4.021 0.468 -0.491
C 3.329 -1.013 0.348
C 3.128 -2.299 0.894
C 4.233 -3.100 1.178
C 5.529 -2.639 0.913
C 5.717 -1.372 0.359
C 4.627 -0.549 0.071
C 2.455 1.704 -0.360
C 2.689 2.657 0.654
C 3.110 3.942 0.307
C 3.278 4.295 -1.036
C 3.031 3.350 -2.042
C 2.607 2.063 -1.702
H -0.865 -1.116 -2.356
H 1.594 -0.923 -2.247
H -2.382 -2.737 -1.696
H -3.762 -4.745 -1.203
H -4.422 -5.261 1.149
H -3.669 -3.789 3.006
H -2.317 -1.716 2.513
H -1.113 2.308 -0.465
H -2.763 4.152 -0.601
H -5.197 3.663 -0.747
H -5.992 1.296 -0.724
H -4.370 -0.569 -0.442
H 2.106 -2.651 1.084
H 4.082 -4.093 1.600
H 6.388 -3.279 1.135
H 6.723 -1.018 0.141
H 4.775 0.440 -0.369
H 2.527 2.394 1.704
H 3.308 4.676 1.090
H 3.600 5.305 -1.302
H 3.170 3.614 -3.089
H 2.371 1.331 -2.473
C -1.115 -0.080 3.699
C -1.117 -0.125 4.938
C -1.065 -0.187 6.361
C -2.150 0.214 7.172
C -1.994 0.343 8.551
C -0.771 0.039 9.162
C 0.281 -0.458 8.384
C 0.130 -0.599 7.003
H -3.110 0.441 6.712
H -2.821 0.683 9.170
H -0.640 0.175 10.233
H 1.222 -0.731 8.855
H 0.945 -1.008 6.410
```

For the frontier orbital gap, the calculation gives 0.23547 hartree. Its HOMO energy is -0.2341 hartree. The calculation puts the total energy at -2539.06892 Ha.

Record 2
Formula: C36H66N10O12
Source: the OMol25 dataset
Level of theory: ωB97M-V/def2-TZVPD

```
124
Properties=species:S:1:pos:R:3
O -20.977 0.641 9.376
N -20.568 -0.164 10.268
O -21.250 -0.923 10.900
C -19.139 -0.237 10.298
C -18.406 0.937 10.288
C -17.060 0.852 10.288
C -16.412 -0.381 10.128
C -17.105 -1.525 10.207
C -18.520 -1.499 10.269
H -18.981 1.915 10.199
H -16.458 1.707 10.395
H -15.333 -0.398 10.002
H -16.702 -2.484 10.115
H -19.208 -2.321 10.346
O -15.825 2.750 13.377
N -16.964 3.007 13.658
O -17.493 2.814 14.726
C -17.801 3.687 12.624
C -17.280 4.102 11.421
C -18.030 5.006 10.610
C -19.270 5.452 11.021
C -19.756 5.030 12.282
C -19.020 4.177 13.072
H -16.245 3.746 11.256
H -17.673 5.351 9.692
H -20.011 5.997 10.447
H -20.751 5.375 12.541
H -19.358 3.903 14.048
C -22.415 4.803 8.224
N -22.930 6.107 7.829
C -23.925 6.108 6.788
C -22.596 7.243 8.415
O -22.996 8.346 8.151
H -23.275 4.133 8.200
H -21.847 4.815 9.126
H -21.811 4.350 7.457
H -24.301 5.134 6.525
H -24.745 6.703 7.220
H -23.487 6.593 5.908
H -21.751 7.140 9.146
C -15.704 2.733 18.213
N -15.871 4.151 17.901
C -15.912 5.121 19.001
C -15.649 4.513 16.583
O -15.626 5.714 16.248
H -15.808 2.105 17.322
H -16.500 2.445 18.921
H -14.795 2.405 18.647
H -16.439 4.706 19.855
H -14.951 5.301 19.405
H -16.355 6.027 18.811
H -15.550 3.642 15.912
C -12.490 3.349 14.048
N -12.744 2.190 13.198
C -12.881 0.877 13.676
C -13.334 2.485 11.940
O -13.754 1.609 11.193
H -12.498 4.211 13.362
H -11.507 3.279 14.514
H -13.208 3.515 14.840
H -11.903 0.379 13.845
H -13.575 0.839 14.528
H -13.501 0.312 12.950
H -13.471 3.578 11.824
C -22.388 2.405 11.694
N -23.698 2.828 11.193
C -24.271 4.065 11.647
C -24.132 2.206 10.100
O -25.022 2.680 9.400
H -22.273 1.338 11.538
H -22.311 2.561 12.763
H -21.495 2.900 11.215
H -24.052 4.170 12.743
H -23.879 4.928 11.026
H -25.341 4.073 11.641
H -23.623 1.261 9.761
C -19.268 2.724 17.513
N -19.284 1.878 18.700
C -19.940 2.398 19.845
C -18.945 0.573 18.561
O -18.560 0.007 17.540
H -20.334 3.060 17.302
H -18.885 2.111 16.709
H -18.621 3.623 17.592
H -19.302 3.091 20.403
H -20.899 2.849 19.608
H -20.082 1.557 20.549
H -19.051 -0.007 19.523
C -23.167 10.557 12.296
N -22.439 9.381 11.799
C -21.105 9.529 11.293
C -22.969 8.170 11.962
O -22.381 7.164 11.747
H -24.074 10.363 12.901
H -23.374 11.198 11.437
H -22.438 10.999 12.960
H -20.315 9.338 12.045
H -21.028 8.883 10.421
H -20.848 10.465 10.814
H -24.047 8.218 12.379
C -14.907 2.840 7.832
N -14.273 4.127 7.519
C -12.868 4.142 6.977
C -14.850 5.318 7.836
O -15.961 5.418 8.336
H -15.954 3.040 8.084
H -14.478 2.351 8.676
H -14.824 2.141 6.959
H -12.344 3.634 7.767
H -12.825 3.696 5.963
H -12.538 5.136 7.066
H -14.160 6.162 7.777
C -20.246 -1.645 15.309
N -19.716 -0.559 14.453
C -18.253 -0.486 14.253
C -20.481 0.410 13.949
O -20.186 1.214 13.081
H -20.294 -2.548 14.624
H -21.295 -1.381 15.612
H -19.635 -1.844 16.127
H -18.040 0.460 13.720
H -17.675 -0.595 15.161
H -18.023 -1.345 13.537
H -21.513 0.324 14.409
```

Its structure (SMILES) is O=[N+]([O-])c1ccccc1.O=[N+]([O-])c1ccccc1.CN(C)C=O.CN(C)C=O.CN(C)C=O.CN(C)C=O.CN(C)C=O.CN(C)C=O.CN(C)C=O.CN(C)C=O. For the frontier orbital gap, the calculation gives 0.30601 hartree. Its HOMO energy is -0.3132 hartree. The calculation puts the energy relative to the best compared isomer or geometry (same formula, charge and spin) at 0.0 kcal/mol. The calculation puts the total energy at -2861.52546 Ha.

Record 3
Formula: C11H23N5O6Tl
Source: the OMol25 dataset
Level of theory: ωB97M-V/def2-TZVPD

```
46
Properties=species:S:1:pos:R:3
O 0.191 0.650 -2.711
H 1.119 0.966 -2.980
Tl 0.431 -0.110 -0.793
N -1.793 -1.770 -0.868
N -1.496 0.975 -0.989
N 2.533 -0.255 1.252
N 1.571 1.741 -0.252
O -2.012 -2.900 -0.421
O 2.629 -0.745 2.566
O 1.150 2.869 -0.878
O -1.443 2.210 -1.086
C -2.664 0.386 -1.470
C -2.878 -1.005 -1.271
C 3.203 0.896 1.296
C 2.767 1.942 0.359
C -4.237 -1.592 -1.359
H -4.902 -1.119 -0.623
H -4.179 -2.678 -1.129
H -4.677 -1.459 -2.356
C -3.606 1.355 -2.026
H -3.115 1.954 -2.818
H -3.920 2.046 -1.219
H -4.497 0.854 -2.442
C 4.089 1.213 2.436
C 3.475 3.238 0.179
H 4.735 0.359 2.677
H 3.488 1.438 3.332
H 4.716 2.077 2.216
H 3.126 3.710 -0.754
H 4.558 3.094 0.152
H 3.231 3.906 1.014
H 1.988 -1.539 2.563
H 0.142 2.663 -1.039
C 1.147 -1.430 -2.143
H 0.687 -2.511 -2.278
H 2.117 -1.772 -1.787
H 1.110 -0.890 -3.031
O -0.414 -5.057 -1.057
H 0.226 -5.243 -0.331
H -0.984 -4.328 -0.673
C -1.457 -0.727 3.907
C -0.887 -0.640 2.564
N -0.449 -0.530 1.500
H -1.660 -1.769 4.175
H -2.395 -0.166 3.952
H -0.765 -0.306 4.643
```

For the frontier orbital gap (spin up / spin down), the calculation gives 0.17376 / 0.17753 hartree. Its HOMO energy (spin up / spin down) is -0.4032 / -0.4065 hartree. As for the net charge: +1. The calculation puts the total energy at -1329.94983 Ha.

Record 4
Formula: C48H38AlClN11O
Source: the OMol25 dataset
Level of theory: ωB97M-V/def2-TZVPD

```
100
Properties=species:S:1:pos:R:3
Al 0.229 -0.119 -0.053
C 0.128 -3.515 5.438
C -1.186 -3.054 5.509
C -1.687 -2.149 4.590
C -0.822 -1.698 3.602
C -0.947 -0.709 2.560
N -1.914 0.170 2.497
C -1.979 1.053 1.533
C -2.827 2.218 1.548
C -3.560 2.834 2.551
C -4.222 4.010 2.238
C -4.136 4.572 0.966
C -3.380 3.981 -0.033
C -2.732 2.792 0.266
C -1.818 1.965 -0.482
N -1.565 2.106 -1.757
C -0.546 1.521 -2.329
N 0.477 0.884 -1.669
C 1.491 0.679 -2.569
N 2.673 0.190 -2.302
C 2.973 -0.323 -1.137
N 2.100 -0.588 -0.109
C 2.808 -1.239 0.874
N 2.322 -1.757 1.971
C 1.085 -1.570 2.350
N 0.182 -0.713 1.776
C 0.490 -2.205 3.500
C 0.980 -3.115 4.424
C 4.188 -1.369 0.483
C 5.282 -1.966 1.091
C 6.468 -1.990 0.380
C 6.571 -1.418 -0.889
C 5.491 -0.798 -1.492
C 4.292 -0.790 -0.795
C 1.082 1.135 -3.875
C 1.733 1.168 -5.099
C 1.037 1.689 -6.174
C -0.281 2.124 -6.046
C -0.943 2.086 -4.831
C -0.233 1.622 -3.734
N -1.325 0.970 0.328
H 0.487 -4.201 6.189
H -1.820 -3.414 6.303
H -2.707 -1.802 4.632
H -3.573 2.417 3.545
H -4.805 4.512 2.994
H -4.657 5.495 0.766
H -3.263 4.431 -1.004
H 1.992 -3.478 4.357
H 5.191 -2.402 2.072
H 7.333 -2.473 0.806
H 7.512 -1.474 -1.413
H 5.558 -0.350 -2.470
H 2.745 0.812 -5.195
H 1.524 1.755 -7.134
H -0.791 2.497 -6.920
H -1.971 2.396 -4.732
C -6.333 -4.075 -2.530
C -4.818 -3.843 -2.426
C -4.159 -4.708 -3.513
C -4.566 -2.366 -2.750
C -4.275 -4.263 -1.008
O -4.774 -5.530 -0.639
C -4.519 -3.225 0.116
C -5.943 -3.177 0.711
C -6.424 -1.759 0.864
C -7.578 -1.318 0.231
C -8.008 -0.008 0.352
C -7.270 0.877 1.121
Cl -7.779 2.519 1.273
C -6.122 0.456 1.774
C -5.708 -0.855 1.641
C -2.745 -4.575 -1.012
N -1.870 -3.458 -1.193
C -1.440 -2.581 -0.294
N -0.628 -1.709 -0.884
C -0.592 -2.125 -2.176
N -1.333 -3.174 -2.378
H -6.650 -3.858 -3.547
H -6.888 -3.410 -1.875
H -6.598 -5.108 -2.321
H -4.720 -4.613 -4.439
H -4.174 -5.757 -3.225
H -3.137 -4.395 -3.712
H -4.853 -2.187 -3.783
H -3.521 -2.088 -2.652
H -5.169 -1.711 -2.125
H -5.712 -5.455 -0.439
H -4.251 -2.234 -0.250
H -3.832 -3.469 0.928
H -5.939 -3.653 1.694
H -6.656 -3.721 0.097
H -8.162 -2.004 -0.365
H -8.908 0.320 -0.144
H -5.563 1.150 2.381
H -4.815 -1.175 2.155
H -2.533 -5.301 -1.795
H -2.532 -5.041 -0.047
H -1.691 -2.577 0.746
H -0.011 -1.658 -2.944
```

For the frontier orbital gap (spin up / spin down), the calculation gives 0.18047 / 0.17878 hartree. Its HOMO energy (spin up / spin down) is -0.3369 / -0.3360 hartree. As for the net charge: +1. The calculation puts the total energy at -3232.24510 Ha.

Record 5
Formula: C3H9INO2
Source: the OMol25 dataset
Level of theory: ωB97M-V/def2-TZVPD

```
16
Properties=species:S:1:pos:R:3
C 0.793 -0.724 -1.234
C 0.608 0.111 -0.053
N 0.189 1.482 -0.503
C -0.635 -0.438 0.792
O -0.371 -1.705 1.217
O -0.603 0.544 1.745
I -2.398 -0.267 -0.618
H 0.006 -0.532 -2.036
H 1.678 -0.393 -1.778
H 0.769 -1.749 -0.905
H 1.501 0.129 0.668
H -0.219 1.377 -1.420
H 1.042 2.067 -0.666
H -0.364 1.853 0.367
H -0.932 -2.041 1.919
H -1.064 0.285 2.502
```

Its structure (SMILES) is C[C@@H]([NH3+])C(O)(O)I. For the frontier orbital gap, the calculation gives 0.36907 hartree. Its HOMO energy is -0.4991 hartree. The calculation puts the energy relative to the best compared isomer or geometry (same formula, charge and spin) at 0.0 kcal/mol. As for the net charge: +1. The calculation puts the total energy at -622.35776 Ha.

Record 6
Formula: C27H28N2O4P2STl
Source: the OMol25 dataset
Level of theory: ωB97M-V/def2-TZVPD

```
65
Properties=species:S:1:pos:R:3
C -1.708 3.039 -3.673
C -1.388 1.735 -3.322
C -0.046 1.277 -3.518
C 0.964 2.165 -4.040
C 0.579 3.491 -4.367
C -0.724 3.918 -4.170
C 2.273 1.672 -4.138
C 2.602 0.395 -3.664
C 1.529 -0.428 -3.163
C 1.796 -1.733 -2.636
C 3.104 -2.194 -2.620
C 4.163 -1.384 -3.076
C 3.922 -0.124 -3.603
H -2.739 3.377 -3.546
H 1.345 4.166 -4.753
H -1.011 4.946 -4.400
H 3.054 2.307 -4.545
H 3.300 -3.200 -2.241
H 5.181 -1.771 -3.014
H 4.738 0.502 -3.969
N 0.263 0.019 -3.161
Tl -0.482 0.557 1.755
C -2.382 0.784 -2.687
H -2.255 -0.227 -3.102
H -3.417 1.126 -2.833
C 0.627 -2.539 -2.113
H -0.234 -2.434 -2.788
H 0.891 -3.600 -1.998
P -2.050 0.617 -0.860
P 0.038 -1.881 -0.470
C 1.338 -2.670 0.555
H 1.127 -2.487 1.619
H 1.359 -3.753 0.367
H 2.318 -2.240 0.308
C -1.293 -3.119 -0.206
H -0.870 -4.133 -0.239
H -1.754 -2.946 0.774
H -2.057 -3.015 -0.988
C -2.635 2.282 -0.349
H -3.660 2.434 -0.717
H -2.630 2.367 0.749
H -1.983 3.060 -0.766
C -3.547 -0.338 -0.394
H -3.557 -0.497 0.694
H -4.444 0.225 -0.689
H -3.543 -1.313 -0.897
C -1.979 -1.334 3.529
O -2.325 -1.830 4.499
H 0.679 1.993 0.594
O 2.602 4.944 3.544
S 3.370 4.256 2.539
O 4.559 4.858 1.996
N 2.365 3.687 1.291
C 2.402 2.395 1.190
O 1.588 1.724 0.313
C 3.199 1.673 2.187
C 3.230 0.299 2.486
C 3.804 -0.095 3.697
C 4.335 0.856 4.585
C 4.321 2.223 4.269
C 3.714 2.601 3.078
H 2.828 -0.421 1.766
H 3.847 -1.154 3.959
H 4.761 0.529 5.533
H 4.761 2.978 4.916
```

For the frontier orbital gap, the calculation gives 0.23579 hartree. Its HOMO energy is -0.3786 hartree. The calculation puts the energy relative to the best compared isomer or geometry (same formula, charge and spin) at 0.0 kcal/mol. As for the net charge: +1. The calculation puts the total energy at -2709.27591 Ha.